(1)
The following is a quantum chemistry calculation of a molecular structure, C20H37Cl2IInNOP2S3 in a non-equilibrium geometry, from the Open Molecules 2025 dataset.

```
68
Properties=species:S:1:pos:R:3:forces:R:3:mulliken_charge:R:1
C -0.494485 -3.407206 1.253260 -0.1 0.4 -0.1 -0.61
C -0.039323 -2.845502 0.287460 0.3 0.1 -0.3 -0.62
P 0.310243 -1.919522 -1.338939 -3.7 0.2 0.3 1.45
C 0.047548 -0.288629 -0.351391 -0.4 0.6 0.5 -0.78
C -1.168140 0.539338 -0.857191 0.5 -0.6 0.0 0.21
C -2.478842 0.091628 -0.159867 0.2 0.4 -0.6 -1.10
C -3.098943 1.105130 0.811298 0.3 -0.3 -0.8 -0.82
N -2.194420 1.578481 1.888020 -0.5 0.4 0.2 0.82
C -2.163296 3.040382 2.014842 2.2 -1.0 -0.2 -0.69
C -1.343917 3.776433 0.825612 0.6 -0.2 1.6 -1.09
C 0.160848 3.559400 0.907904 0.9 0.4 -1.4 -0.08
C 0.793956 4.284137 -0.316329 -1.0 0.1 0.5 -1.38
C -2.645710 1.148414 3.202700 0.3 -1.0 0.7 -0.05
S -4.121907 1.463740 3.786931 -0.3 0.3 -0.1 -0.10
S -1.564557 0.302096 4.283342 0.1 0.3 -0.5 -0.19
C -0.197241 -0.371253 3.294120 0.3 -0.6 0.3 0.79
C 0.592366 -1.389682 4.170233 -0.2 0.5 -0.5 -0.60
C 1.850698 -0.787662 4.798382 -0.6 -0.8 0.5 -1.24
C 0.745848 -1.029615 -2.985291 1.2 0.4 -1.3 -1.41
S 1.498015 0.603594 -2.868828 -0.3 0.1 0.3 0.12
C 2.596014 0.819201 -4.300169 0.9 0.3 0.1 -0.43
C 4.084867 0.710938 -3.913182 -0.4 -0.2 -0.1 -1.04
C 0.524268 -3.611292 -2.173068 1.2 -0.3 -0.4 0.43
Cl 2.055838 -4.159812 -2.868579 -0.1 0.7 0.3 -0.09
C -0.485205 -4.460359 -2.316367 -1.1 -0.5 -0.2 0.29
C -1.896551 -4.219058 -1.875475 -0.3 -0.5 0.0 -1.26
Cl -0.273521 -5.998413 -3.093374 0.0 0.3 0.1 -0.16
P 2.576047 -1.834314 -0.601840 1.8 -1.3 0.2 0.44
O 3.576417 -1.699394 -1.826151 0.2 0.0 1.0 -0.28
I 3.237995 -3.807156 0.594276 -0.1 0.9 -0.5 0.23
H -0.984021 -3.781794 2.118196 0.1 -0.3 0.2 0.53
H -1.071308 -1.828427 -1.669734 0.2 -0.4 0.0 -0.59
H -0.248644 -0.569918 0.656750 0.3 -0.3 -0.1 -0.69
H 0.949642 0.316554 -0.203928 0.0 0.0 -0.4 0.85
H -1.305650 0.410557 -1.934407 0.2 0.1 0.0 0.83
H -0.918402 1.590899 -0.713913 -0.3 0.0 0.0 -0.65
H -2.335388 -0.899301 0.278975 -0.1 0.1 0.3 0.27
H -3.223730 -0.038383 -0.951758 -0.1 -0.1 0.2 0.59
H -4.037586 0.682150 1.169903 0.1 0.2 0.4 0.63
H -3.382489 1.967470 0.192027 0.0 -0.1 0.0 -0.05
H -3.248264 3.436957 2.164036 1.7 -2.1 2.5 0.29
H -1.596357 3.233325 2.925792 -0.3 0.5 0.1 0.64
H -1.703314 3.474237 -0.172742 0.3 -0.1 0.0 0.53
H -1.513526 4.917663 0.885734 0.9 -1.2 0.1 0.38
H 0.438540 2.511267 0.792252 -0.3 -0.1 0.5 -0.11
H 0.616007 3.981738 1.802191 -0.4 -0.2 0.3 0.53
H 0.324615 5.271057 -0.376403 0.4 0.2 -0.1 0.40
H 1.869498 4.388815 -0.217952 0.0 0.0 -0.1 0.40
H 0.513049 3.778863 -1.243338 0.3 -0.1 0.0 0.28
H 0.497005 0.395591 2.950782 -0.3 0.1 -0.2 0.27
H -0.637162 -0.943903 2.479993 0.0 0.3 -0.1 -0.77
H 0.870922 -2.223332 3.519433 0.0 0.0 0.0 0.13
H -0.106407 -1.792136 4.907893 0.3 -0.1 0.2 0.49
H 2.563282 -0.455498 4.044688 -0.1 0.2 0.0 0.32
H 2.328092 -1.575180 5.385323 0.2 0.2 0.0 0.41
H 1.564960 -0.005524 5.502530 0.3 0.2 -0.2 0.30
H 1.397069 -1.650093 -3.607897 0.1 0.0 0.2 0.69
H -0.175549 -0.944890 -3.562357 -0.2 -0.1 0.4 0.76
H 2.339202 0.182478 -5.144960 -0.1 -0.2 0.2 0.43
H 2.441670 1.846523 -4.636930 -0.4 0.0 0.2 0.40
H 4.391725 -0.335141 -3.941973 0.2 0.1 0.0 0.20
H 4.703063 1.299036 -4.590378 0.0 -0.2 -0.2 0.41
H 4.260806 1.128425 -2.918548 -0.1 0.0 0.0 0.26
H -2.301287 -3.261756 -2.212679 0.2 0.1 0.2 0.28
H -1.964496 -4.318422 -0.791989 -0.1 0.3 0.0 0.23
H -2.554763 -4.978532 -2.293364 0.1 0.0 -0.1 0.48
H 4.246680 -1.013712 -1.650410 0.1 0.1 -0.5 0.37
In -3.526690 4.408907 0.802570 -4.9 3.8 -3.6 0.54
```
Forces are in eV/Å.

As for the charge: +2. The HOMO energy is -13.72 eV. The calculation puts the LUMO energy at -9.44 eV.

(2)
The following is a quantum chemistry calculation of a gas-phase ion, C5H8N (charge +1) in a non-equilibrium geometry, from the Open Molecules 2025 dataset.

```
14
Properties=species:S:1:pos:R:3:forces:R:3:mulliken_charge:R:1
C 2.156170 0.441916 0.623478 -0.5 1.1 0.4 -0.84
C 0.978820 -0.170194 0.490127 -0.5 -0.2 1.2 0.26
N 0.550424 -1.226320 1.575252 3.3 -1.5 -0.5 -0.41
C -0.089959 0.013103 -0.432952 -0.3 1.1 -0.5 -0.33
C -0.989553 0.441649 -1.134590 2.1 -1.6 2.1 0.84
C -2.129704 0.809033 -1.876626 0.1 -0.9 -2.3 -1.19
H 2.267503 1.382746 0.083998 0.1 -0.6 -0.7 0.29
H 2.960184 0.357771 1.363903 -0.7 -0.7 0.0 0.33
H 0.874534 -2.167020 1.207959 -0.5 1.1 0.6 0.39
H -0.408231 -1.327677 1.797607 -1.7 0.4 -0.4 0.35
H 1.011231 -1.107678 2.501083 0.0 0.2 -0.8 0.39
H -1.774984 1.592686 -2.590653 -1.0 -0.5 0.4 0.31
H -2.900364 1.088501 -1.208405 -0.9 0.8 0.5 0.33
H -2.506073 -0.128515 -2.400179 0.5 1.3 0.2 0.29
```
Forces are in eV/Å.

As for the charge: +1. The HOMO energy is -13.44 eV. As for the energy above the lowest of the compared OMol25 structures with the same formula, charge and spin: 285.3 kJ/mol. The calculation puts the LUMO energy at -3.84 eV.

Q: Which of these has the lowest charge?
A: C5H8N

Q: Which value of LUMO does entry 2 give?
A: -3.84 eV

Copy entry 2 word for word.
The following is a quantum chemistry calculation of a gas-phase ion, C5H8N (charge +1) in a non-equilibrium geometry, from the Open Molecules 2025 dataset.

```
14
Properties=species:S:1:pos:R:3:forces:R:3:mulliken_charge:R:1
C 2.156170 0.441916 0.623478 -0.5 1.1 0.4 -0.84
C 0.978820 -0.170194 0.490127 -0.5 -0.2 1.2 0.26
N 0.550424 -1.226320 1.575252 3.3 -1.5 -0.5 -0.41
C -0.089959 0.013103 -0.432952 -0.3 1.1 -0.5 -0.33
C -0.989553 0.441649 -1.134590 2.1 -1.6 2.1 0.84
C -2.129704 0.809033 -1.876626 0.1 -0.9 -2.3 -1.19
H 2.267503 1.382746 0.083998 0.1 -0.6 -0.7 0.29
H 2.960184 0.357771 1.363903 -0.7 -0.7 0.0 0.33
H 0.874534 -2.167020 1.207959 -0.5 1.1 0.6 0.39
H -0.408231 -1.327677 1.797607 -1.7 0.4 -0.4 0.35
H 1.011231 -1.107678 2.501083 0.0 0.2 -0.8 0.39
H -1.774984 1.592686 -2.590653 -1.0 -0.5 0.4 0.31
H -2.900364 1.088501 -1.208405 -0.9 0.8 0.5 0.33
H -2.506073 -0.128515 -2.400179 0.5 1.3 0.2 0.29
```
Forces are in eV/Å.

As for the charge: +1. The HOMO energy is -13.44 eV. As for the energy above the lowest of the compared OMol25 structures with the same formula, charge and spin: 285.3 kJ/mol. The calculation puts the LUMO energy at -3.84 eV.

Q: The highest charge belongs to which entry?
A: C20H37Cl2IInNOP2S3